1.
Entry from OMol25: the ion C5H11N2O with charge -1 at a distorted geometry (ωB97M-V with the def2-TZVPD basis set).

orbital gap	5.81	eV
structure (SMILES)	N/C=N\CCCC[O-]
charge	-1
lowest unoccupied orbital energy	3.5	eV
HOMO energy	-2.347	eV
energy relative to the best compared isomer or geometry (same formula, charge and spin)	7.1	kcal per mole

Each line ends with the Löwdin charge.
Cartesian coordinates (Å):
C -0.3821 -0.1166 2.2539  -0.5819
O -1.1531 -0.2272 3.3247  -0.3554
C -0.6072 1.2311 1.4079  -0.2101
C -0.8235 0.9692 -0.0830  -0.2393
C 0.5038 0.7682 -0.7908  -0.2601
N 1.0288 -1.9531 -1.4861  0.0728
C 0.5632 -0.9735 -2.3598  -0.3379
N 0.3076 0.2322 -2.1451  0.0097
H 0.7353 -0.1312 2.4330  0.0645
H -0.5650 -0.9362 1.4921  0.0636
H 0.2715 1.8757 1.5773  0.0863
H -1.4761 1.6805 1.8909  0.0837
H -1.3826 0.0396 -0.2036  0.0983
H -1.3841 1.7513 -0.5549  0.0846
H 1.1266 0.1082 -0.1792  0.0893
H 1.0377 1.7092 -0.9222  0.1047
H 0.9913 -1.7466 -0.5019  0.0604
H 0.7622 -2.8713 -1.7946  0.0677
H 0.4458 -1.4094 -3.3586  0.0990

2.
Entry from OMol25: a cluster of 2 separate species, C5H11N2O in total at a distorted geometry (ωB97M-V with the def2-TZVPD basis set).

orbital gap	7.75	eV
charge	+1
lowest unoccupied orbital energy	-4.5	eV
HOMO energy	-12.223	eV
energy relative to the best compared isomer or geometry (same formula, charge and spin)	81.1	kcal per mole

Each line ends with the Löwdin charge.
Cartesian coordinates (Å):
C -1.4859 0.4139 -0.2438  -0.0347
C -0.6302 0.2061 0.9568  -0.3534
C 0.7786 -1.6057 -2.4050  -0.2101
C -1.1993 -0.0281 2.2459  -0.0597
C 0.7033 0.2455 0.8636  -0.1427
N 1.6079 -0.8619 -1.9488  0.2400
N 1.3028 0.9348 -0.1811  0.0390
O -0.1381 -2.1616 -2.8529  0.3017
H -2.5895 0.3009 -0.0676  0.1117
H -1.3038 -0.2495 -1.1446  0.0859
H -2.2955 -0.3005 2.1902  0.1112
H -0.7416 -0.8366 2.7726  0.0878
H -1.1304 0.8941 2.8084  0.1000
H 1.3113 -0.2071 1.5297  0.0989
H 1.5507 -0.0388 -1.2457  0.0479
H 2.6763 -1.0349 -1.9450  0.2320
H 2.1711 1.3536 0.0214  0.1128
H -1.2456 1.4008 -0.5868  0.0659
H 0.6579 1.5748 -0.7674  0.1658

3.
Entry from OMol25: a cluster of 2 separate species, C5H11N2O in total (ωB97M-V with the def2-TZVPD basis set).

orbital gap	9.00	eV
charge	+1
lowest unoccupied orbital energy	-4.8	eV
HOMO energy	-13.767	eV
energy relative to the best compared isomer or geometry (same formula, charge and spin)	55.9	kcal per mole

Each line ends with the Löwdin charge.
Cartesian coordinates (Å):
C -1.7171 -1.2949 -1.5143  -0.1229
C -1.7583 -1.9978 -2.6372  0.1026
C -0.7154 0.6246 -0.4564  0.1489
N -0.9959 -0.0565 -1.5041  0.0532
H -1.9904 -1.7039 -0.5509  0.1302
H -1.3833 -1.5822 -3.5652  0.0849
H -2.2701 -2.9495 -2.6659  0.0872
H -0.0585 1.4668 -0.5545  0.1119
H -1.2856 0.4133 0.4353  0.1207
H -0.7582 0.2990 -2.4272  0.1824
C 2.1954 0.9796 0.5766  -0.3549
N 1.6119 1.2474 1.7605  -0.0106
C 0.6958 0.3903 2.5082  -0.0652
O 1.8245 0.1576 -0.2524  -0.0148
H 3.0962 1.5808 0.3954  0.1453
H 2.1053 1.9197 2.3295  0.1377
H 0.6023 -0.5589 1.9794  0.0882
H -0.3006 0.8248 2.6365  0.0802
H 1.1018 0.2398 3.5068  0.0952

Which formula does entry 3 have? C5H11N2O